Entry 1:
{
  "formula": "C3H36NO15",
  "method": "wB97M-V/def2-TZVPD",
  "de_lowest_kj_mol": 113.2,
  "charge": 0,
  "e_homo_ha": [-0.0852, -0.3078],
  "s_squared": 0.75,
  "multiplicity": 2,
  "elements": ["C", "C", "C", "N", "H", "H", "H", "H", "H", "H", "H", "H", "O", "H", "H", "O", "H", "H", "O", "H", "H", "O", "H", "H", "O", "H", "H", "O", "H", "H", "O", "H", "H", "O", "H", "H", "O", "H", "H", "O", "H", "H", "O", "H", "H", "O", "H", "H", "O", "H", "H", "O", "H", "H", "O"],
  "coordinates": [[-1.87959, 0.03238, -1.45026], [-0.81246, 0.72498, -1.06738], [-2.35903, -1.80212, -3.09348], [-1.87601, -1.31178, -1.83858], [-2.87594, 0.43983, -1.37751], [0.09888, 0.22021, -0.79184], [-0.90258, 1.67013, -0.56702], [-2.47095, -2.87255, -2.93938], [-3.03814, -1.09758, -3.56514], [-1.11500, -1.88966, -1.49142], [2.37103, 1.27828, -2.98014], [0.21697, 1.96505, -3.41063], [0.65327, 1.10442, -3.39314], [1.81947, -1.19908, 1.53558], [1.71017, -1.75194, 0.14129], [2.25942, -1.15042, 0.67056], [-1.03984, 3.60107, -1.18974], [0.40756, 3.13148, -1.53505], [-0.46974, 3.32231, -1.92093], [1.99631, 3.67169, -0.95635], [2.16093, 2.67325, 0.17260], [1.92835, 2.71301, -0.80810], [-2.16608, -2.11195, 1.81085], [-2.83816, -3.03037, 2.80966], [-1.98278, -2.77177, 2.48378], [3.45191, -1.30340, -0.84220], [3.80807, -1.61230, -2.36265], [3.36054, -1.00283, -1.76701], [2.15826, 2.03422, 2.25860], [2.35095, 3.45133, 2.08532], [2.68280, 2.62153, 1.69355], [-0.09210, 0.48637, -3.31640], [-0.55072, -2.20874, -3.95699], [-1.34304, -1.66978, -4.14340], [-0.58690, -2.80948, 3.90971], [0.54201, -2.80034, 2.98128], [0.35514, -3.02872, 3.91431], [3.33937, 0.46077, -1.97015], [2.85952, 2.00365, -1.73879], [3.23227, 1.37500, -2.48092], [-0.12986, 3.22347, 2.72659], [-0.78435, 2.17219, 1.82809], [0.09750, 2.51673, 2.13494], [-0.33934, 0.71280, 3.72655], [0.01320, -0.71784, 4.45638], [-0.35680, -0.26027, 3.69345], [0.52189, -4.36751, -0.12654], [1.77979, -4.05145, -0.82466], [1.26904, -3.75270, -0.08500], [-4.09264, -0.63680, 3.02011], [-2.55899, -0.19293, 3.39920], [-3.19412, -0.35860, 2.70416], [-3.25623, 1.57226, 1.52899], [-1.90395, 0.91052, 1.26438], [-2.42928, 1.67400, 1.04088]],
  "forces_ev_per_angstrom": [[0.100, -0.143, -0.338], [-0.300, -0.849, 1.744], [2.756, 0.852, -0.234], [-0.193, -0.717, 0.346], [-0.100, 0.408, -0.403], [0.549, -0.218, -0.705], [-0.247, -0.085, -0.356], [-1.222, 0.047, -0.434], [-1.234, -0.758, 0.690], [-0.062, 0.384, 0.060], [-0.051, -0.498, -0.226], [-0.163, 0.134, 0.167], [0.318, 0.092, -0.613], [0.339, 0.214, -0.022], [-0.018, -0.102, 0.083], [-0.387, -0.051, 0.030], [0.222, -0.069, -0.230], [-0.897, -0.177, 0.127], [0.199, 0.886, -0.354], [0.206, 0.003, -0.159], [-0.078, -0.594, 0.154], [0.516, 0.905, 0.282], [-0.074, 0.334, 0.081], [-0.532, -0.152, 0.138], [0.572, -0.558, -0.280], [-0.034, 0.048, -0.064], [0.177, -0.059, 0.039], [-0.068, -0.068, 0.359], [-0.061, -0.672, -0.394], [0.417, 0.151, -0.413], [0.083, 0.589, 0.655], [0.333, -0.062, 0.059], [-0.625, 0.225, 0.074], [0.667, -0.176, -0.085], [-0.091, -0.228, 0.041], [0.168, -0.335, 0.640], [0.132, 0.416, -0.554], [0.078, 0.102, -0.984], [0.206, -0.013, -0.025], [-0.639, 0.101, 0.817], [-0.294, 0.769, 0.583], [0.772, 0.706, 0.208], [-0.889, -1.118, -0.545], [0.570, -0.497, 0.528], [0.229, 0.470, 0.146], [-0.763, 0.248, -0.837], [-0.139, 0.219, 0.383], [0.883, -0.134, -0.772], [-0.829, -0.075, 0.339], [1.604, 0.521, 0.117], [0.153, -0.334, 0.812], [-1.962, -0.114, -0.785], [0.248, -0.215, 0.162], [-0.196, -0.971, -0.062], [-0.346, 1.217, 0.009]]
}



Entry 2:
{
  "formula": "C3H37NO16",
  "method": "wB97M-V/def2-TZVPD",
  "de_lowest_kj_mol": 45.8,
  "charge": 0,
  "e_homo_ha": -0.3419,
  "elements": ["C", "C", "O", "N", "C", "O", "H", "H", "H", "H", "H", "H", "H", "H", "H", "H", "H", "O", "H", "H", "O", "H", "H", "O", "H", "H", "O", "H", "H", "O", "H", "H", "O", "H", "H", "O", "H", "H", "O", "H", "H", "O", "H", "H", "O", "H", "H", "O", "H", "H", "O", "H", "H", "O", "H", "H", "O"],
  "coordinates": [[1.16544, 0.55421, -1.68188], [1.42199, -0.12711, -0.33420], [2.70408, -0.75127, -0.46288], [1.09261, 2.03481, -1.59567], [0.17643, 2.70204, -2.49196], [-1.13430, 2.83400, -1.93159], [1.98166, 0.31098, -2.36702], [0.25747, 0.13801, -2.12592], [0.67694, -0.89840, -0.13044], [1.48400, 0.59295, 0.48473], [2.91663, -1.37743, 0.27383], [0.95417, 2.35849, -0.64577], [0.56933, 3.70045, -2.68302], [0.04208, 2.11924, -3.39731], [-1.08307, 3.58980, -1.31468], [0.47289, -5.01945, -1.00577], [-0.15122, -3.75211, -1.61706], [0.35372, -4.07993, -0.84511], [2.11320, -1.91163, 2.24219], [3.55219, -1.47105, 2.53593], [3.03509, -2.02090, 1.93748], [5.10261, 0.87060, -1.23071], [3.89480, 0.37247, -0.40808], [4.60305, 1.05073, -0.42732], [-1.88908, 0.45069, 1.58557], [-2.40325, 0.58854, 0.10285], [-2.63686, 0.23502, 0.97322], [-1.76314, -2.61907, -2.67083], [-0.72170, -2.88976, -3.78916], [-1.09022, -3.25920, -2.98215], [-1.05089, 5.25540, 0.49101], [-0.08850, 4.12081, 0.94696], [-0.58530, 4.46891, 0.19382], [2.22595, 2.83384, -1.10939], [3.57110, 2.44451, -0.44751], [2.84295, 3.11957, -0.41461], [-3.98566, -2.45383, 0.83595], [-2.84225, -1.44738, 0.66319], [-3.10529, -2.37899, 0.43576], [-0.34176, -3.73192, 0.73058], [-1.73371, -3.16245, 1.18193], [-0.87222, -3.47111, 1.51605], [-0.05679, -2.33865, 2.19444], [0.31380, -1.99586, 3.67505], [0.46815, -1.68315, 2.77714], [-3.12997, -1.86902, -1.25976], [-2.86361, -0.49143, -1.96328], [-2.95683, -1.43866, -2.12908], [1.84620, 2.90864, 0.90860], [1.23162, 3.57129, 2.12561], [1.11238, 2.77263, 1.59928], [-0.14663, -0.08132, 2.74326], [0.16578, 1.41554, 2.36794], [-0.55499, 0.79869, 2.63962], [-5.81388, -0.30603, 1.96102], [-4.29035, -0.32127, 1.54401], [-5.05683, -0.86450, 1.79513]],
  "forces_ev_per_angstrom": [[-0.320, 0.576, 0.010], [0.964, -0.355, -0.342], [0.248, -0.563, 0.044], [-1.346, -1.256, -0.925], [-0.852, 0.057, 0.854], [0.237, 0.115, -0.238], [-0.018, -0.161, 0.192], [-0.161, 0.171, 0.012], [-0.118, 0.156, 0.113], [-0.382, 0.010, 0.008], [-0.498, 0.481, -0.052], [-1.134, -0.553, -0.133], [0.030, 0.016, -0.323], [0.323, 0.066, -0.211], [-0.117, -0.492, 0.010], [0.035, -0.043, 0.013], [0.016, 0.003, -0.136], [0.143, -0.030, 0.148], [-0.107, -0.057, 0.160], [0.068, -0.037, -0.101], [0.208, 0.014, -0.026], [-0.007, 0.034, 0.091], [-0.054, -0.334, -0.093], [0.417, 0.309, -0.062], [0.214, 0.264, 0.047], [0.053, 0.217, 0.366], [0.087, -0.072, -0.368], [0.074, 0.119, -0.271], [-0.016, 0.015, 0.034], [-0.042, -0.038, 0.063], [0.028, 0.020, 0.023], [-0.143, -0.323, -0.231], [-0.174, 0.491, -0.033], [0.678, -0.082, -0.915], [-0.257, 0.533, 0.115], [1.928, 0.778, 1.762], [0.006, -0.009, -0.018], [-0.074, -0.465, 0.025], [-0.092, 0.435, 0.089], [-0.313, -0.065, -0.101], [-0.034, -0.143, -0.147], [0.439, 0.044, 0.123], [0.028, 0.095, 0.394], [0.056, -0.054, 0.013], [-0.163, -0.274, -0.109], [-0.047, 0.258, -0.182], [-0.037, -0.281, -0.103], [-0.031, 0.006, 0.169], [-0.010, -0.293, 0.166], [0.114, -0.197, 0.508], [0.627, 0.757, -0.334], [0.126, -0.051, -0.021], [-0.638, -0.430, 0.087], [0.190, 0.527, -0.249], [0.001, 0.288, -0.026], [-0.395, 0.356, 0.182], [0.243, -0.552, -0.068]]
}



Entry 3:
{
  "formula": "C3H37O16Y",
  "method": "wB97M-V/def2-TZVPD",
  "de_lowest_kj_mol": 339.0,
  "charge": 2,
  "e_homo_ha": -0.5457,
  "elements": ["Y", "C", "C", "C", "O", "H", "H", "H", "H", "H", "H", "H", "O", "H", "H", "O", "H", "H", "O", "H", "H", "O", "H", "H", "O", "H", "H", "O", "H", "H", "O", "H", "H", "O", "H", "H", "O", "H", "H", "O", "H", "H", "O", "H", "H", "O", "H", "H", "O", "H", "H", "O", "H", "H", "O", "H", "H"],
  "coordinates": [[0.56382, 3.65663, 2.06711], [-0.71272, -0.07583, 0.14321], [0.71605, 0.40533, 0.27227], [1.53777, 0.12844, -1.04686], [0.84963, 1.76938, 0.64529], [-1.18184, -0.12937, 1.12563], [-0.76627, -1.09894, -0.22891], [-1.25219, 0.57575, -0.54418], [1.15860, -0.25728, 1.01605], [1.04218, 0.53143, -1.93009], [1.61465, -0.95876, -1.06080], [2.55911, 0.50691, -1.08839], [0.90349, 1.75833, 3.67248], [0.28137, 1.50494, 4.35438], [1.53389, 1.03862, 3.64331], [-1.99781, -0.64911, -2.83577], [-2.71540, -1.20525, -2.53245], [-2.42167, 0.16848, -3.09680], [-3.86546, 0.42583, -0.80710], [-3.16191, -0.03306, -0.34810], [-4.03164, -0.10649, -1.58507], [-1.60694, 2.73992, 2.51797], [-2.51292, 3.01516, 2.37767], [-1.67881, 1.89756, 2.96684], [0.38811, -1.78780, -3.56335], [0.78769, -1.12029, -4.12103], [-0.29040, -1.31945, -3.07702], [-2.15923, -3.66238, -0.72472], [-2.76667, -3.65924, -1.46448], [-1.31605, -3.90464, -1.10758], [1.13640, -3.37879, 0.53827], [0.94004, -2.66850, 1.14914], [0.55354, -3.22403, -0.20507], [-0.10133, -2.14511, 2.78460], [-0.49356, -1.28331, 2.92485], [-0.40170, -2.66920, 3.52713], [-1.80900, 0.43345, 3.80151], [-2.65063, 0.00744, 3.63894], [-1.66910, 0.33684, 4.74348], [-2.75544, 2.78367, -2.08784], [-2.84387, 1.98372, -1.56967], [-1.81064, 2.90860, -2.17708], [3.95838, 0.93917, 0.98118], [3.97807, -0.01766, 0.96340], [3.21565, 1.17431, 0.42505], [0.02884, 2.94642, -1.93617], [0.59514, 2.67344, -2.65799], [0.46090, 2.60919, -1.15142], [1.74426, 4.43434, 0.15576], [1.46239, 4.99089, -0.57021], [2.56585, 4.04580, -0.14469], [0.44548, -3.88716, -2.10622], [0.57228, -4.59846, -2.73407], [0.55142, -3.08875, -2.62347], [4.25950, -1.54035, 0.50213], [3.70241, -2.31482, 0.42418], [4.86628, -1.60598, -0.23526]],
  "forces_ev_per_angstrom": [[0.038, -5.658, -2.769], [-0.059, 0.301, -0.101], [1.165, -0.574, -0.912], [-0.742, -0.016, 0.891], [-0.573, 3.483, 2.029], [-0.201, 0.339, 0.079], [0.174, 0.002, -0.177], [-0.130, -0.020, 0.077], [0.416, 0.263, 0.433], [-0.282, -0.339, 0.021], [-0.014, -0.022, -0.574], [-0.071, 0.066, 0.380], [-0.317, 1.374, -0.325], [-0.217, 0.056, 0.334], [0.721, -0.381, -0.449], [0.062, 0.046, 0.166], [0.051, -0.504, -0.054], [-0.015, 0.487, -0.294], [-0.062, 0.380, 0.264], [0.146, -0.338, 0.117], [-0.396, -0.034, -0.061], [1.152, 2.017, -0.581], [-0.492, 0.442, -0.301], [0.110, -1.609, 0.725], [0.440, 0.279, -0.278], [0.251, -0.049, -0.268], [-0.726, 0.255, 0.012], [-0.427, 0.615, 0.422], [-0.181, -0.246, -0.158], [0.630, -0.293, -0.403], [0.615, 0.346, 0.094], [-0.235, -0.079, 0.514], [-0.006, -0.399, -0.488], [0.179, 0.455, -0.008], [-0.205, 0.216, 0.006], [0.002, -0.476, 0.128], [0.402, 0.271, -0.211], [-0.511, -0.340, -0.160], [-0.138, -0.134, 0.528], [-0.234, 0.238, -0.101], [-0.438, -0.365, 0.275], [0.391, 0.111, -0.102], [-0.228, 1.888, 0.586], [0.188, -0.971, -0.129], [-0.099, -0.035, 0.008], [0.115, 0.621, -0.170], [0.073, -0.017, -0.436], [0.122, -0.563, 0.688], [-0.477, 0.346, 1.209], [-0.411, 0.439, -0.526], [0.605, -0.536, -0.045], [-0.348, -0.691, 0.781], [0.030, -0.325, -0.006], [0.243, 0.460, -0.588], [-0.003, -0.375, -0.026], [-0.417, -0.448, 0.112], [0.335, 0.040, -0.178]]
}



Entry 4:
{
  "formula": "C3H3AgLiO3",
  "method": "wB97M-V/def2-TZVPD",
  "de_lowest_kj_mol": 270.4,
  "charge": 2,
  "e_homo_ha": [-0.6220, -0.6223],
  "s_squared": 0.75,
  "multiplicity": 2,
  "elements": ["H", "C", "C", "O", "C", "O", "O", "Ag", "H", "H", "Li"],
  "coordinates": [[-0.12799, -0.03378, 1.21223], [-0.94433, 1.73714, 0.68957], [-0.93192, 0.25680, 0.42400], [-0.68275, 0.03296, -0.98939], [0.31217, -0.62658, -1.38826], [1.19491, -1.22373, -0.80090], [-0.77606, 2.03529, 1.85571], [3.03636, -2.45385, -2.69817], [-0.60022, 2.39225, -0.13613], [-1.88307, -0.20911, 0.71139], [1.40289, -1.90739, 1.11993]],
  "forces_ev_per_angstrom": [[-0.925, -0.218, -1.885], [2.682, 0.777, 1.810], [-0.284, -0.252, 1.955], [0.248, -0.349, -0.034], [-0.016, 0.018, -0.121], [0.340, -0.489, 0.364], [-1.129, 0.134, -1.451], [-0.025, 0.085, -0.171], [-1.074, 0.236, -0.029], [0.244, -0.060, -0.364], [-0.061, 0.119, -0.074]]
}



Entry 5:
{
  "formula": "C3H3AgMgO3",
  "method": "wB97M-V/def2-TZVPD",
  "de_lowest_kj_mol": 92.1,
  "charge": -1,
  "e_homo_ha": [-0.0864, -0.1247],
  "s_squared": 0.75,
  "multiplicity": 2,
  "elements": ["H", "C", "C", "O", "C", "O", "O", "Ag", "H", "H", "Mg"],
  "coordinates": [[-1.81637, 1.20123, -0.87435], [-1.05520, -0.27719, 1.60918], [-0.00034, 0.31833, 0.97860], [0.25133, -0.23102, -0.29891], [1.42351, 0.04864, -0.93719], [1.34648, -0.14920, -2.16575], [-2.00761, -0.88428, 0.93493], [3.85589, 0.41627, -2.33716], [-0.95818, -0.47759, 2.68732], [0.86084, 0.75889, 1.47713], [-1.90035, -0.72408, -1.07379]],
  "forces_ev_per_angstrom": [[-0.891, -0.925, -1.030], [1.291, 0.182, -0.753], [0.284, -1.848, 1.013], [-2.086, 0.142, -0.135], [1.825, 0.892, -1.314], [-0.307, -0.450, 0.675], [-0.511, -1.098, -0.550], [-0.325, -0.057, 0.160], [-0.680, 0.872, -0.065], [-0.236, -0.158, -0.212], [1.636, 2.448, 2.212]]
}



Entry 6:
{
  "formula": "C3H3AgMgO3",
  "method": "wB97M-V/def2-TZVPD",
  "de_lowest_kj_mol": 278.0,
  "charge": 1,
  "e_homo_ha": [-0.4061, -0.4132],
  "s_squared": 0.76,
  "multiplicity": 2,
  "elements": ["O", "Mg", "C", "C", "O", "C", "H", "H", "H", "Ag", "O"],
  "coordinates": [[0.60905, 0.31868, 1.27175], [-0.61338, -0.43524, 2.87835], [1.04139, 1.05730, -0.50524], [-0.01641, -0.14021, 0.16567], [0.00834, 1.58912, -1.07818], [-1.05811, 0.70935, -0.56870], [-1.74179, 1.29175, 0.05827], [-1.56247, 0.21478, -1.40531], [0.03162, -2.10322, 0.10832], [2.86656, -1.13190, -0.55285], [0.43520, -1.37041, -0.37207]],
  "forces_ev_per_angstrom": [[-2.191, -1.318, 4.155], [0.807, 0.657, -0.570], [-1.524, -4.015, -0.710], [5.161, 2.504, -3.023], [-1.748, 2.260, -0.192], [0.677, 0.121, -0.391], [0.132, -0.166, -0.182], [0.147, 0.171, 0.234], [-0.066, -0.460, -0.074], [-0.743, 0.747, 0.093], [-0.651, -0.500, 0.660]]
}